Record 1
The following is a quantum chemistry calculation of the ion C21H23Cl2N2S with charge +1 in a non-equilibrium geometry, from OMol25.

XYZ file:
```
49
Properties=species:S:1:pos:R:3:forces:R:3:mulliken_charge:R:1
C 3.6731 -0.4667 2.0270 -0.14 -0.13 -0.23 -1.45
C 3.0713 -0.6207 0.6356 0.06 0.23 -0.01 0.77
C 2.6146 0.7036 0.0220 -0.05 -0.11 0.15 -0.78
C 1.5449 1.4499 0.8210 0.05 -0.20 -0.06 -1.12
C 0.2641 0.6551 1.0788 0.09 0.17 -0.09 -0.18
H 0.4835 -0.2128 1.7008 -0.05 -0.08 0.06 0.21
H -0.4306 1.2970 1.6247 -0.03 -0.08 0.03 0.47
C -0.3966 0.2133 -0.2301 0.93 0.11 0.20 -0.69
N -1.8147 -0.0505 -0.0465 -0.31 -0.67 0.28 0.50
C -2.3298 -1.0160 0.7253 -0.48 0.21 0.01 0.44
N -1.6805 -2.0234 1.3174 -0.16 -0.12 0.39 -0.03
C -0.5089 -2.7000 0.8911 0.47 -0.23 -0.27 0.24
C 0.3596 -3.1958 1.8567 -0.12 0.14 -0.08 -0.27
C 1.4838 -3.9009 1.4673 -0.04 -0.06 -0.07 -0.66
C 1.7416 -4.1154 0.1219 0.01 -0.02 0.03 -0.60
C 0.8646 -3.6365 -0.8365 0.01 0.06 0.01 -0.62
C -0.2664 -2.9315 -0.4585 -0.13 -0.12 0.19 -0.40
H -0.9794 -2.6043 -1.2017 -0.06 0.05 -0.08 0.54
H 1.0509 -3.8194 -1.8829 0.02 -0.03 -0.11 0.43
H 2.6192 -4.6651 -0.1778 0.10 -0.06 -0.03 0.44
H 2.1590 -4.2827 2.2162 0.07 -0.04 0.09 0.43
H 0.1528 -3.0273 2.9026 -0.01 0.05 0.14 0.41
H -2.1871 -2.4885 2.0610 0.02 0.12 -0.11 0.32
S -4.0370 -0.8240 0.9552 0.53 0.04 -0.26 -0.18
C -4.0083 0.5975 -0.0253 0.43 -0.19 0.00 0.11
C -2.7688 0.8623 -0.4771 -0.98 0.28 -0.17 -1.10
C -2.4008 2.0195 -1.3128 -0.02 0.18 0.06 -0.47
C -2.3214 1.9136 -2.6986 0.01 0.11 0.18 -0.12
C -1.9924 3.0086 -3.4732 0.05 0.15 -0.04 -0.80
C -1.7388 4.2319 -2.8623 -0.10 -0.36 0.27 0.37
C -1.8155 4.3595 -1.4802 0.02 0.08 -0.10 -0.80
C -2.1476 3.2559 -0.7151 0.00 -0.17 -0.29 1.24
Cl -2.2479 3.4065 1.0024 0.03 0.15 0.11 -0.16
H -1.6213 5.3099 -1.0101 0.01 0.09 0.05 0.47
Cl -1.3302 5.5986 -3.8144 0.03 0.11 -0.08 -0.17
H -1.9352 2.9211 -4.5457 0.01 0.02 -0.12 0.45
H -2.5249 0.9641 -3.1695 -0.03 -0.10 -0.06 0.50
H -4.9034 1.1566 -0.2047 -0.15 0.18 -0.04 0.57
H -0.3215 1.0166 -0.9649 -0.02 -0.16 0.03 0.58
H 0.0992 -0.6741 -0.6269 -0.11 0.22 -0.07 -0.20
H 1.2878 2.3652 0.2827 -0.02 0.10 0.06 0.35
H 1.9586 1.7466 1.7846 -0.02 0.10 0.03 0.44
H 3.4809 1.3616 -0.0647 0.03 0.03 -0.12 0.45
H 2.2512 0.5151 -0.9909 0.04 0.05 -0.12 0.29
H 2.2375 -1.3241 0.6747 -0.04 -0.10 -0.06 -0.81
H 3.8242 -1.0533 -0.0261 -0.06 -0.09 -0.04 0.51
H 2.9276 -0.1439 2.7492 -0.05 0.06 0.16 0.31
H 4.4782 0.2633 2.0134 0.12 0.10 0.07 0.34
H 4.0808 -1.4159 2.3650 0.06 -0.06 0.12 0.44
```
Forces are in eV/Å.

Calculated values
electronic energy	-61005.610	eV
frontier orbital gap	8.9055	eV
total charge	+1



Record 2
The following is a quantum chemistry calculation of an isolated molecule of C21H23F2N3O4S in a non-equilibrium geometry, from OMol25.

XYZ file:
```
54
Properties=species:S:1:pos:R:3:forces:R:3:mulliken_charge:R:1
C 1.7050 5.5678 -0.2097 0.00 0.08 -0.03 -0.80
O 1.5374 4.1853 -0.0475 -0.07 -0.28 0.06 -0.20
C 1.8818 3.4431 -1.1906 0.15 -0.19 -0.09 -0.81
C 1.6805 1.9628 -0.8897 -0.20 0.39 0.03 -0.12
C 0.2134 1.6774 -0.5651 0.25 0.54 -0.15 -1.62
N -0.0286 0.2584 -0.4081 -0.06 0.13 0.23 0.38
C -0.3974 -0.4723 -1.5211 -0.06 0.10 -0.71 0.12
O -0.4870 0.0247 -2.6253 0.20 0.02 0.23 -0.69
C -0.5977 -1.8752 -1.1515 -0.11 -0.64 0.06 0.75
C -1.0109 -2.8704 -1.9536 0.33 0.54 0.53 -0.96
C -1.4663 -2.7272 -3.3306 -0.27 0.23 -0.30 0.60
C -0.9770 -3.5800 -4.3177 -0.12 0.18 0.11 -0.69
C -1.3668 -3.4401 -5.6364 0.01 -0.06 -0.13 -0.59
C -2.2785 -2.4596 -5.9864 0.07 0.00 0.08 -0.61
C -2.8139 -1.6290 -5.0148 -0.08 0.10 0.10 -0.57
C -2.4122 -1.7622 -3.6969 -0.04 -0.15 0.01 0.59
O -2.9853 -1.0111 -2.6781 0.09 -0.70 -0.15 -0.39
C -3.2489 0.2835 -2.9282 0.19 1.16 -0.68 0.09
F -4.5345 0.4675 -3.3379 -0.19 -0.26 -0.11 -0.32
F -3.1469 0.9672 -1.7737 0.10 -0.06 0.38 -0.26
S -0.1611 -2.1418 0.5426 -0.23 -0.37 -0.67 -0.29
C 0.1440 -0.4399 0.7480 0.06 -0.20 0.36 0.77
C 0.5134 0.0383 1.9789 -0.21 -0.87 -0.40 0.53
C 0.7863 1.3643 2.3282 0.12 0.64 0.05 -0.23
N 1.0392 2.4024 2.7571 0.05 0.20 0.10 -0.61
C 0.6322 -0.9721 3.0481 0.06 0.13 0.08 0.48
O 0.4213 -2.1576 2.7953 0.09 -0.07 0.43 -0.78
N 0.9792 -0.5305 4.2653 0.06 0.20 0.15 -0.10
C 1.1298 -1.3955 5.4197 0.03 -0.14 0.20 0.25
C 0.1016 -1.0192 6.4835 0.08 -0.19 -0.23 -1.41
C 2.5540 -1.2892 5.9582 -0.21 -0.16 -0.16 -1.41
H 1.0686 5.9553 -1.0159 0.02 0.01 0.03 0.32
H 1.4168 6.0249 0.7341 0.02 0.10 -0.04 0.23
H 2.7491 5.8199 -0.4359 -0.03 0.00 0.02 0.30
H 1.2528 3.7445 -2.0443 0.06 -0.01 0.03 0.41
H 2.9336 3.6287 -1.4627 -0.13 0.00 -0.01 0.41
H 1.9827 1.3773 -1.7598 0.01 -0.02 0.01 0.37
H 2.3047 1.6895 -0.0377 0.07 -0.06 -0.02 0.31
H -0.0808 2.2113 0.3376 -0.08 -0.07 -0.16 0.64
H -0.4158 2.0043 -1.3974 0.03 -0.02 0.18 0.39
H -0.9925 -3.8788 -1.5590 -0.01 -0.11 0.08 0.52
H -0.2589 -4.3372 -4.0406 0.07 -0.09 0.04 0.50
H -0.9623 -4.0982 -6.3900 0.04 -0.06 -0.06 0.40
H -2.5901 -2.3461 -7.0131 -0.04 0.01 -0.09 0.40
H -3.5571 -0.8929 -5.2817 -0.09 0.05 0.01 0.49
H -2.5890 0.7527 -3.6776 -0.16 -0.37 0.26 0.45
H 1.1309 0.4583 4.4040 -0.02 -0.02 -0.09 0.28
H 0.9402 -2.4123 5.0613 0.04 0.18 0.07 0.32
H 0.1853 -1.6871 7.3361 0.00 -0.04 0.15 0.40
H -0.9050 -1.0953 6.0801 -0.10 0.01 0.00 0.36
H 0.2653 0.0015 6.8236 0.00 0.12 0.07 0.32
H 2.6859 -1.9629 6.8000 0.05 -0.04 0.13 0.40
H 3.2721 -1.5536 5.1859 0.09 -0.01 -0.04 0.36
H 2.7574 -0.2731 6.2908 0.05 0.12 0.06 0.32
```
Forces are in eV/Å.

Calculated values
SMILES	COCCCn1c(=O)/c(=C\c2ccccc2OC(F)F)s/c1=C(/C#N)C(=O)NC(C)C
electronic energy	-51081.024	eV
frontier orbital gap	7.6990	eV



Record 3
The following is a quantum chemistry calculation of an isolated molecule of C21H23FN2O2, from OMol25.

XYZ file:
```
49
Properties=species:S:1:pos:R:3:forces:R:3:mulliken_charge:R:1
C -2.8510 0.4627 3.2507 0.04 0.06 0.05 -1.52
C -2.9313 -0.3042 1.9656 -0.05 -0.04 -0.06 0.99
C -4.1625 -0.4672 1.3403 0.01 0.03 -0.02 -0.81
C -4.2899 -1.1867 0.1661 -0.04 -0.04 -0.06 -0.64
C -3.1757 -1.7795 -0.4000 -0.03 -0.02 -0.09 -1.00
C -1.9453 -1.6293 0.2115 -0.04 0.00 0.10 0.09
C -1.8064 -0.8929 1.3817 0.00 -0.09 0.01 0.83
C -0.4136 -0.6850 1.9302 -0.09 0.01 0.08 -1.81
N 0.2382 0.3958 1.2055 0.12 -0.40 -0.03 0.40
C 0.2836 1.6571 1.6724 0.43 0.28 -0.35 0.32
O -0.0288 1.9616 2.8070 -0.14 0.20 0.34 -0.73
C 0.7489 2.7298 0.6858 -0.06 0.09 0.00 0.28
C -0.4765 3.3644 0.0199 -0.02 -0.08 0.09 -1.20
C -1.1821 2.3442 -0.8614 -0.09 0.15 -0.07 -0.07
C -0.2673 1.5731 -1.7907 -0.39 0.13 0.10 0.90
O -0.7066 0.9631 -2.7474 -0.24 -0.16 -0.24 -0.68
N 1.0547 1.5408 -1.4822 0.40 -0.04 -0.07 0.07
C 1.9633 0.8159 -2.3601 -0.17 -0.10 -0.23 -1.72
C 2.4359 -0.4438 -1.6861 0.19 -0.02 0.04 0.81
C 3.7226 -0.5633 -1.1783 -0.04 0.06 -0.11 -0.57
C 4.1098 -1.7084 -0.5012 -0.03 -0.04 0.02 -0.57
C 3.2159 -2.7469 -0.3135 -0.13 -0.10 -0.01 -0.71
C 1.9377 -2.6156 -0.8271 0.06 0.16 0.01 0.33
F 1.0567 -3.6218 -0.6492 0.04 0.05 -0.02 -0.36
C 1.5319 -1.4850 -1.5085 0.00 -0.21 0.04 -0.31
C 1.7042 2.2589 -0.4033 0.11 0.29 0.29 -0.93
H -3.7921 0.9697 3.4487 -0.07 0.01 0.05 0.40
H -2.6523 -0.2183 4.0791 0.02 0.02 0.12 0.32
H -2.0541 1.2027 3.2313 0.00 0.01 0.08 0.23
H -5.0387 -0.0167 1.7848 -0.07 0.05 0.06 0.37
H -5.2580 -1.2890 -0.3014 -0.08 -0.01 -0.04 0.40
H -3.2615 -2.3520 -1.3107 -0.01 -0.05 -0.09 0.42
H -1.0767 -2.1048 -0.2181 0.16 -0.08 -0.07 0.43
H 0.1834 -1.5923 1.8005 -0.06 0.06 0.07 0.39
H -0.4274 -0.4068 2.9833 0.06 -0.09 -0.07 0.66
H 0.4244 0.2163 0.2307 0.10 0.11 0.02 -0.26
H 1.2560 3.4880 1.2908 -0.03 -0.17 -0.05 0.47
H -1.1628 3.7352 0.7825 0.04 0.06 -0.03 0.46
H -0.1491 4.2142 -0.5841 0.01 0.04 0.03 0.40
H -1.7068 1.6040 -0.2486 -0.01 -0.03 -0.07 -0.33
H -1.9396 2.8243 -1.4836 0.05 -0.12 -0.01 0.50
H 1.3990 0.5741 -3.2648 0.18 0.09 0.10 0.49
H 2.8076 1.4629 -2.6163 -0.03 -0.03 0.02 0.46
H 4.4307 0.2401 -1.3203 0.06 0.11 -0.02 0.43
H 5.1134 -1.7910 -0.1133 0.09 -0.02 0.05 0.40
H 3.4934 -3.6457 0.2134 0.01 -0.10 0.05 0.48
H 0.5322 -1.4140 -1.9106 -0.17 -0.01 -0.05 0.59
H 2.2164 3.1364 -0.8259 0.00 -0.09 0.10 0.49
H 2.4704 1.6039 0.0285 -0.05 0.08 -0.06 0.41
```
Forces are in eV/Å.

Calculated values
SMILES	Cc1ccccc1CNC(=O)[C@@H]1CCC(=O)N(Cc2cccc(F)c2)C1
electronic energy	-31944.811	eV
frontier orbital gap	9.5331	eV



Record 4
The following is a quantum chemistry calculation of a cluster of 3 separate species, C21H23FN4O5 in total in a non-equilibrium geometry, from OMol25.

XYZ file:
```
54
Properties=species:S:1:pos:R:3:forces:R:3:mulliken_charge:R:1
C 1.9769 5.2007 1.3705 0.49 -0.77 0.39 -1.20
C 0.9516 3.9826 1.0582 0.50 1.36 0.74 0.43
F 0.1319 3.8184 2.2649 1.09 0.04 -2.04 -0.35
C -0.0692 4.2927 -0.1413 1.59 -0.24 -1.15 0.40
C 0.8040 4.5905 -1.4789 2.44 1.34 -1.28 -0.12
N 1.5603 4.9121 -2.3596 -3.87 -1.72 4.18 -0.50
C -1.0674 3.0871 -0.5217 -0.50 -1.21 -0.51 0.46
C -0.4986 1.6241 -0.1033 2.46 -1.09 3.90 -0.19
N 0.0468 0.7843 0.5889 -3.15 4.34 -4.19 -0.54
C -2.5515 3.2127 0.0821 -0.95 -0.58 -0.61 -0.92
C -3.3325 4.5658 -0.3459 -0.56 -0.32 0.10 -0.44
C -3.2143 5.7319 0.7622 1.41 -0.26 -0.81 -0.41
O -4.4757 6.0388 1.4318 1.99 -0.79 0.73 -0.53
H 2.8807 4.7104 1.9117 -1.54 0.97 -0.87 0.33
H 1.5452 5.9891 2.0819 0.34 -1.26 -1.17 0.32
H 2.3883 5.7079 0.4311 -0.77 -0.83 1.22 0.34
H 1.5928 3.0466 0.9207 -1.43 1.11 0.04 0.20
H -0.5937 5.2840 0.1093 0.49 -1.69 -0.48 0.05
H -1.1374 3.0692 -1.6808 -0.06 0.03 2.05 0.54
H -3.1651 2.3406 -0.3808 1.21 1.32 0.78 0.43
H -2.5965 3.0402 1.2220 0.35 0.46 -1.79 0.33
H -3.0028 4.9256 -1.4002 -0.35 -0.56 1.84 0.27
H -4.4559 4.2928 -0.4642 1.90 0.52 0.33 0.35
H -2.7748 6.6563 0.2263 -1.00 -1.12 0.99 0.17
H -2.3938 5.3897 1.5126 -1.52 0.63 -0.99 0.31
H -4.2798 5.8568 2.3886 -0.61 0.37 -1.38 0.34
O 5.2126 -4.9777 -1.6301 -0.03 0.56 0.47 -0.60
N 5.1596 -4.0312 -0.8542 0.52 -0.40 0.03 1.00
O 6.0047 -3.7856 -0.0028 -0.49 -0.14 -0.50 -0.60
C 4.0041 -3.1352 -0.9482 -0.69 0.49 -0.05 -0.07
C 3.0005 -3.4010 -1.8797 0.00 -0.07 -0.02 -0.32
C 1.8934 -2.5608 -1.9486 0.22 0.12 0.13 -0.59
C 1.7961 -1.4641 -1.0963 0.02 -0.04 -0.06 -0.23
C 2.8058 -1.1977 -0.1758 0.02 -0.21 -0.16 -0.24
C 3.9154 -2.0337 -0.0973 0.03 0.05 0.07 -0.43
H 3.0637 -4.2522 -2.5494 0.17 0.08 0.19 0.47
H 1.1040 -2.7621 -2.6647 0.18 0.00 0.10 0.46
H 0.9282 -0.8141 -1.1491 0.15 -0.11 0.04 0.28
H 2.7252 -0.3396 0.4837 0.00 -0.14 -0.06 0.38
H 4.6937 -1.8167 0.6268 -0.02 -0.21 -0.18 0.44
O -0.6268 -4.2802 -2.4538 -0.61 0.01 0.44 -0.62
N -1.5402 -4.1357 -1.6503 -0.08 0.35 -0.52 1.06
O -2.4794 -3.3653 -1.8007 0.58 -0.44 0.08 -0.61
C -1.5021 -4.9356 -0.4238 0.06 -0.48 0.73 0.10
C -0.4292 -5.7974 -0.1975 0.08 0.01 -0.05 -0.22
C -0.3850 -6.5374 0.9799 -0.22 0.15 -0.01 -0.52
C -1.4071 -6.4178 1.9174 0.00 0.02 -0.04 -0.38
C -2.4809 -5.5636 1.6811 0.23 -0.04 -0.17 -0.42
C -2.5325 -4.8174 0.5079 -0.08 0.06 0.01 -0.37
H 0.3739 -5.8999 -0.9196 -0.21 0.17 0.00 0.44
H 0.4488 -7.2060 1.1689 -0.09 0.11 -0.08 0.38
H -1.3663 -6.9930 2.8379 -0.01 0.07 -0.13 0.37
H -3.2762 -5.4768 2.4144 0.08 0.02 -0.13 0.37
H -3.3731 -4.1531 0.3377 0.23 -0.05 -0.15 0.43
```
Forces are in eV/Å.

Calculated values
SMILES	C[C@@H](F)[C@@H](C#N)[C@@H](C#N)CCCO.O=[N+]([O-])c1ccccc1.O=[N+]([O-])c1ccccc1
electronic energy	-41056.257	eV
frontier orbital gap	9.0797	eV



Question: Which formula does entry 1 have?
Answer: C21H23Cl2N2S



Question: Which of these has the highest electronic energy?
Answer: C21H23FN2O2



Question: What is the electronic energy in the first record?
Answer: -61005.610 eV